Record 1
Formula: C22H37FN2O12S
Source: OMol25
Level of theory: wB97M-V/def2-TZVPD

calculated total energy = -64518.4088 eV
structure (SMILES) = CNCNS(=O)(=O)F.O=C1CCCO1.O=C1CCCO1.O=C1CCCO1.O=C1CCCO1.O=C1CCCO1
LUMO = 0.335 eV
HOMO energy = -9.27 eV
net charge = 0
max |F| = 0.6 eV Å⁻¹
HOMO-LUMO gap = 9.6 eV
spin multiplicity = 1

Each line ends with the Löwdin charge.
Geometry (Å):
H: 0.85 -0.78 -8.63  0.118
O: -1.45 -3.65 1.22  -0.264
O: -2.37 -1.86 -6.72  0.127
H: 1.84 1.71 5.88  0.131
H: 0.15 2.87 7.13  0.118
C: -3.40 0.28 -1.53  -0.146
S: -1.37 -3.72 2.64  0.577
H: -1.86 2.39 4.88  0.123
O: -2.53 -3.68 3.46  -0.254
C: -1.22 -0.31 -8.22  -0.073
H: 1.53 -0.33 -6.37  0.124
H: -4.89 0.52 0.05  0.117
H: 3.10 -4.78 2.38  0.081
H: 2.89 1.06 2.01  0.120
H: -1.84 0.58 -8.14  0.132
C: 0.04 -2.21 -1.26  -0.146
N: -0.30 -2.70 3.33  -0.102
O: 2.50 2.95 2.70  -0.006
C: 0.91 -2.27 2.58  -0.263
H: 0.55 0.96 -8.60  0.116
H: 2.89 2.21 -0.48  0.104
C: -3.18 1.91 0.17  -0.068
H: 2.11 -3.11 1.20  0.104
C: 3.06 2.09 1.70  -0.143
C: 1.96 4.06 2.13  -0.482
H: 2.88 4.57 0.28  0.131
C: 0.52 -0.02 -6.64  -0.163
H: -1.13 -1.12 -2.70  0.092
H: 0.53 -3.18 -1.18  0.129
H: -1.51 -0.87 -9.11  0.125
H: 1.66 -1.93 -3.61  0.137
C: 2.42 -4.14 2.94  -0.110
H: -3.82 2.74 -0.13  0.132
H: -0.85 -1.93 3.69  0.099
H: -3.37 -0.20 0.57  0.117
C: 0.86 1.76 5.42  -0.068
O: 0.51 -0.66 5.46  0.107
C: -0.32 -1.85 -2.70  -0.132
N: 1.59 -3.39 2.01  -0.113
O: -1.02 2.62 -0.74  0.125
C: 0.97 -1.19 -3.19  -0.064
H: 0.31 0.94 -6.17  0.129
H: -2.86 2.07 1.19  0.122
C: -0.07 2.79 6.06  -0.139
O: -0.40 -0.99 -6.13  0.000
H: 1.39 1.91 0.37  0.102
C: 2.33 2.45 0.41  -0.152
C: 1.58 -0.63 -1.93  -0.467
H: -0.64 -2.70 -3.29  0.123
O: -2.12 0.93 -1.68  0.007
C: -1.43 2.14 5.86  -0.150
O: 0.99 -1.20 -0.85  0.001
H: -4.08 0.72 -2.26  0.129
C: 0.11 0.46 5.59  -0.475
C: 2.06 3.94 0.62  -0.063
F: -0.63 -5.06 2.94  -0.139
H: 0.64 -1.56 1.79  0.113
O: 2.48 0.16 -1.80  0.112
C: 0.27 0.01 -8.15  -0.148
H: 1.80 -4.78 3.57  0.069
H: 3.00 -3.49 3.60  0.080
H: 0.80 -0.40 -3.92  0.103
O: 1.49 4.94 2.79  0.111
C: -1.97 1.91 -0.75  -0.482
C: -3.82 0.55 -0.09  -0.140
O: -1.19 0.72 5.89  0.023
C: -1.45 -1.16 -6.98  -0.485
H: -2.16 2.37 6.63  0.124
H: 1.52 -1.74 3.32  0.110
H: 4.14 2.27 1.65  0.127
H: -3.27 -0.77 -1.76  0.120
H: 0.99 1.94 4.35  0.114
H: -0.80 -2.20 -0.57  0.097
H: 0.00 3.78 5.63  0.117
H: 1.13 4.27 0.16  0.116

---

Record 2
Formula: C52H64GeN2S3Si4Tl
Source: OMol25
Level of theory: wB97M-V/def2-TZVPD

calculated total energy = -183174.5365 eV
energy above the lowest of the compared OMol25 structures with the same formula, charge and spin = 4.4 kcal per mole
LUMO (alpha / beta) = 4.137 / 4.126 eV
HOMO energy (alpha / beta) = -0.64 / -2.17 eV
net charge = -2
max |F| = 0.8 eV Å⁻¹
expectation value of S² = 0.76
HOMO-LUMO gap (alpha / beta) = 4.8 / 6.3 eV
spin multiplicity = 2

Each line ends with the Mulliken spin population.
Geometry (Å):
C: 4.47 2.84 -0.15  0.000
H: 0.45 4.74 2.91  0.000
H: 4.03 3.15 -2.23  -0.001
H: -3.68 -1.88 -2.43  0.000
H: 3.94 -0.10 -1.71  0.016
S: 0.02 -2.16 0.76  0.212
C: -2.49 5.25 -2.05  0.000
H: -4.12 2.76 -2.58  0.000
H: -3.09 5.82 1.25  0.000
H: 3.43 -1.44 2.85  -0.001
C: -0.93 2.69 -5.47  0.000
C: 4.25 -0.47 -5.05  0.033
H: -2.26 2.42 3.38  0.000
H: 0.17 0.97 -6.18  0.000
C: -0.15 1.55 -5.32  0.002
H: 2.54 -5.37 -1.16  0.002
C: 2.76 -2.13 -4.13  0.061
H: 1.55 -7.35 -2.22  0.001
H: 5.45 3.30 -0.20  0.000
C: 2.42 2.16 -1.23  0.024
C: 2.26 -2.18 4.50  -0.001
H: 2.10 -2.98 -4.29  0.011
H: -3.53 3.55 2.92  0.000
H: -3.64 1.06 1.93  0.000
H: 2.36 1.34 2.04  0.002
H: -0.96 -1.75 7.61  0.000
C: 3.67 2.75 -1.29  0.018
H: -4.85 1.29 -1.95  0.002
C: -1.90 -4.02 0.22  0.014
C: -0.53 -4.98 -3.45  -0.006
H: -4.66 4.51 -0.42  0.000
H: -1.81 1.02 6.14  0.000
C: 4.03 -4.39 1.85  -0.009
Si: -1.46 3.94 1.55  -0.001
H: -1.54 6.29 0.56  0.000
C: 3.06 -3.85 1.03  0.040
Ge: 1.94 -2.32 -1.23  0.243
H: -4.88 0.57 0.76  0.000
H: 6.14 -4.56 2.25  0.003
H: -2.02 5.96 -2.74  0.000
H: 0.57 5.44 -2.27  0.000
C: 4.75 -2.83 -0.32  -0.002
C: -3.03 -4.52 -0.41  -0.019
C: 1.01 -2.10 5.10  -0.005
C: -3.92 1.88 -1.97  0.003
C: -3.83 0.85 0.87  0.000
C: 0.22 1.17 -4.04  -0.001
H: 2.01 -4.02 1.25  0.010
H: -0.39 -2.89 -3.04  -0.011
H: -3.22 -0.02 0.60  -0.003
C: 0.33 4.01 2.11  -0.002
C: 3.98 2.32 1.04  0.000
H: -2.92 0.80 4.80  0.000
Si: -1.22 3.95 -1.48  0.003
H: -2.16 4.10 3.88  0.000
C: -2.52 0.32 5.69  0.000
Si: -1.71 -1.31 5.27  -0.008
C: 1.15 -3.97 -2.02  -0.025
C: 3.80 -0.53 -2.69  0.039
H: -4.57 -4.12 -1.86  0.004
C: -2.03 -1.99 -1.08  0.081
H: -1.93 4.28 -4.43  0.000
H: 0.82 0.29 -3.88  0.007
H: -3.85 -2.25 4.40  0.000
C: -1.38 -2.76 -0.09  -0.032
C: -1.63 -2.25 6.90  0.000
Tl: -0.10 0.85 0.11  0.205
H: 3.03 -2.84 4.87  0.000
H: -4.74 3.95 1.25  0.000
C: -3.18 -2.49 -1.68  -0.022
H: -3.40 -5.51 -0.16  -0.001
H: 3.25 -1.97 -6.22  0.000
H: -1.24 3.02 -6.45  0.000
C: 2.72 1.74 1.10  0.020
S: -1.39 -0.47 -1.69  -0.063
H: 4.75 -0.02 -5.91  0.004
C: 0.04 -3.86 -2.86  0.021
H: 1.23 4.32 -1.07  0.000
H: 0.79 -2.70 5.97  0.000
C: 0.02 -1.26 4.58  -0.011
C: 1.68 -5.24 -1.81  -0.006
H: 6.78 -3.16 0.31  -0.001
C: 3.40 -1.56 -5.23  -0.021
C: 2.47 -1.41 3.38  0.005
H: -3.33 0.15 6.40  0.000
H: 4.58 2.38 1.94  0.000
H: 5.06 -2.23 -1.17  -0.001
S: -0.86 0.51 2.70  -0.007
H: -2.47 -3.33 4.06  0.001
C: -3.68 -3.75 -1.36  0.032
C: 3.40 -3.06 -0.08  0.065
C: -1.70 2.96 -0.02  -0.001
C: 5.74 -3.36 0.51  -0.013
C: -1.31 3.39 -4.34  0.000
C: 1.12 -6.37 -2.41  -0.003
H: -5.76 3.19 0.02  0.000
H: 0.30 5.72 -0.55  0.000
H: -2.71 -1.87 3.10  0.000
H: -3.17 1.27 -2.47  0.001
C: -2.79 -2.28 4.10  0.004
C: -4.77 3.62 0.21  0.000
H: 1.00 4.27 1.29  0.000
N: 1.56 -0.60 2.85  0.003
N: -0.14 1.85 -2.96  -0.005
C: -2.46 3.44 3.06  -0.001
C: -2.00 5.76 1.39  0.000
H: 1.83 2.09 -2.13  -0.025
H: 3.74 -4.99 2.70  -0.001
Si: -3.44 2.32 -0.21  0.002
H: -1.28 -3.28 6.78  0.000
H: -1.38 -4.62 0.96  0.001
H: -3.35 4.81 -2.55  0.000
H: -2.86 5.81 -1.19  0.000
H: 0.64 3.03 2.49  0.000
H: -0.43 -7.12 -3.69  0.001
H: -1.75 6.30 2.31  0.000
C: -0.89 2.96 -3.08  0.005
C: 4.45 0.04 -3.78  -0.021
C: 0.01 -6.24 -3.23  0.003
C: 0.36 -0.51 3.42  0.031
H: -2.62 -2.30 7.36  0.000
C: 1.92 1.64 -0.04  0.004
C: 2.95 -1.64 -2.84  0.069
H: 5.09 0.90 -3.63  0.000
H: -1.40 -4.87 -4.08  0.001
C: 0.37 4.95 -1.31  0.000
C: 5.38 -4.15 1.60  0.020

---

Record 3
Formula: C41H28BrF5IrN3O6S2
Source: OMol25
Level of theory: wB97M-V/def2-TZVPD

calculated total energy = -167860.2746 eV
LUMO (alpha / beta) = -1.655 / -1.649 eV
HOMO energy (alpha / beta) = -7.55 / -7.54 eV
net charge = 0
max |F| = 4.3 eV Å⁻¹
HOMO-LUMO gap (alpha / beta) = 5.9 / 5.9 eV
spin multiplicity = 1

Each line ends with the Löwdin charge.
Geometry (Å):
C: -0.61 -0.62 -4.71  -0.069
C: 4.04 2.22 3.31  -0.145
H: 3.57 4.21 -6.23  0.107
H: 1.33 -6.93 1.95  0.101
H: 0.70 -2.46 -1.55  0.144
H: 1.72 3.92 -4.60  0.110
F: 4.04 2.99 4.41  0.107
O: 0.09 -3.30 3.37  -0.236
O: 1.59 -1.23 -0.26  -0.297
C: 0.82 -3.47 0.31  -0.112
C: -2.67 -0.79 6.39  -0.055
C: 1.18 -5.96 1.51  -0.090
H: -1.14 -4.19 -0.18  0.113
N: -0.71 -1.65 -0.30  0.017
H: -5.91 -0.41 -2.91  0.106
C: -3.65 2.04 0.27  -0.074
H: 3.15 -5.26 1.97  0.117
O: 2.07 1.75 -1.00  -0.595
N: -0.80 -0.31 -0.20  -0.113
C: -2.35 1.49 0.10  -0.569
H: -8.15 2.26 -0.44  0.104
C: 5.23 1.83 2.73  -0.137
Br: -0.92 2.78 -0.07  0.861
O: -1.87 -2.59 2.11  -0.304
H: 4.21 1.45 -2.18  0.104
H: 2.82 -2.09 0.56  0.063
H: -0.91 2.60 -3.72  0.108
C: 0.63 -2.17 -0.48  -0.404
H: -2.82 -0.55 0.25  0.149
C: 2.20 -5.04 1.52  -0.014
C: -0.52 0.18 2.90  -0.534
C: -0.04 -5.64 0.92  -0.095
C: -1.51 -1.35 4.40  -0.181
H: 0.95 -1.95 -4.10  0.112
C: -2.16 -1.77 5.54  -0.022
C: 1.18 -0.01 -3.23  -0.066
F: 1.74 2.28 3.40  0.068
C: -7.21 1.81 -0.72  -0.084
H: 5.74 3.11 -5.83  0.106
C: -2.54 0.56 6.09  -0.055
C: 5.12 2.21 -3.99  -0.058
H: -2.25 -2.81 5.78  0.124
H: -2.95 1.30 6.76  0.109
S: 1.50 2.51 -2.15  0.984
C: 2.82 1.82 2.75  -0.224
C: 4.93 2.98 -5.12  -0.074
C: -6.06 2.19 -0.07  -0.028
C: 3.94 0.66 1.06  -0.239
H: -1.10 -1.35 -5.33  0.106
F: 6.31 0.67 0.98  0.106
C: -2.03 0.17 0.05  -0.197
H: -2.05 0.92 -5.13  0.106
C: 0.65 1.26 -3.15  -0.372
H: -1.72 2.02 4.71  0.126
F: 3.99 -0.08 -0.06  0.063
C: 4.09 2.05 -3.07  -0.056
C: -4.79 0.66 -1.45  -0.022
H: -3.85 0.24 -1.76  0.105
C: -5.95 0.30 -2.10  -0.079
H: 2.06 -0.26 -2.67  0.114
H: -3.73 2.91 0.90  0.106
H: -1.32 -2.18 0.34  0.084
C: 2.72 1.02 1.62  -0.128
F: 6.41 2.21 3.25  0.115
C: 2.03 -3.77 0.95  -0.279
C: 0.54 -0.95 -4.02  -0.061
C: -4.81 1.62 -0.40  -0.228
C: -0.51 1.61 -3.82  -0.089
C: -1.34 0.00 4.11  -0.124
O: 3.06 -2.93 1.02  0.069
H: 6.07 1.73 -3.81  0.111
S: -0.80 -2.24 3.02  0.708
Ir: 0.93 0.48 0.68  1.395
N: -0.04 -0.93 2.38  -0.042
H: -8.07 0.58 -2.25  0.102
H: -0.85 -6.35 0.94  0.098
C: 5.18 1.05 1.58  -0.139
C: -1.86 0.97 4.95  0.017
H: -3.18 -1.08 7.29  0.109
C: -0.20 -4.41 0.31  -0.068
C: 3.71 3.60 -5.35  -0.072
C: 2.88 2.66 -3.32  -0.354
C: 2.68 3.45 -4.44  -0.083
C: -7.17 0.86 -1.74  -0.074
C: -1.14 0.66 -4.60  -0.074
O: -0.25 1.28 2.38  -0.150
H: -6.10 2.93 0.71  0.111